No. 1
110
Properties=species:S:1:pos:R:3 method="wB97M-V/def2-TZVPD" relative_energy_kcal_mol=15.1 orbital_gap_ev=8.88 charge=+1
Rb -0.271 -0.033 0.341
N -3.586 1.189 0.284
C -3.876 2.565 -0.156
C -3.096 3.582 0.766
N -1.624 3.416 0.747
C -0.990 3.450 2.041
C 0.338 2.685 2.333
N 0.161 1.320 2.859
C -0.982 4.459 -0.058
C -1.142 4.308 -1.497
N -0.865 2.959 -1.962
H -4.173 0.456 -0.125
H -3.767 1.193 1.268
H -4.917 2.910 -0.226
H -3.468 2.667 -1.187
H -3.479 3.461 1.816
H -3.292 4.612 0.532
H -1.646 2.998 2.773
H -0.811 4.478 2.344
H 0.830 3.285 3.093
H 1.003 2.694 1.488
H -0.702 1.325 3.334
H 0.868 1.258 3.522
H 0.086 4.221 0.135
H -1.249 5.409 0.359
H -0.475 4.951 -2.011
H -2.138 4.729 -1.817
H -1.278 2.742 -2.852
H -1.256 2.299 -1.262
C -1.604 -0.692 -2.832
C -2.663 -1.550 -2.120
C -3.738 -2.132 -2.902
C -4.499 -3.012 -2.273
C -4.259 -3.347 -0.929
C -3.281 -2.711 -0.248
N -2.434 -1.911 -0.919
Sb -3.339 -3.041 1.869
C -3.548 -1.071 2.730
C -2.675 -0.536 3.591
C -3.061 0.574 4.384
C -4.284 1.122 4.119
C -5.113 0.626 3.100
C -6.450 1.169 2.785
N -4.774 -0.522 2.463
C -1.233 -3.469 2.312
C -0.889 -4.766 2.587
C 0.347 -5.142 3.094
C 1.219 -4.092 3.392
C 0.847 -2.724 3.025
C 1.795 -1.626 3.302
N -0.346 -2.441 2.482
H -1.577 0.353 -2.338
H -1.733 -0.756 -3.925
H -0.608 -1.097 -2.534
H -3.922 -1.685 -3.870
H -5.336 -3.517 -2.775
H -4.817 -4.075 -0.426
H -1.711 -1.007 3.747
H -2.498 0.935 5.179
H -4.638 2.030 4.584
H -7.070 1.214 3.713
H -6.458 2.190 2.349
H -6.880 0.642 1.970
H -1.556 -5.605 2.411
H 0.652 -6.155 3.307
H 2.171 -4.378 3.835
H 2.852 -2.010 3.364
H 1.484 -1.092 4.203
H 1.680 -0.853 2.499
C 1.311 -1.757 -4.585
N 2.565 -1.939 -3.790
C 3.783 -2.478 -4.428
P 2.520 -1.670 -2.173
O 1.193 -1.490 -1.621
O 3.478 -0.473 -1.709
P 3.486 0.795 -0.730
O 2.570 0.745 0.422
N 5.052 0.897 -0.238
C 6.108 1.222 -1.203
C 5.369 1.044 1.185
N 3.133 2.008 -1.783
C 2.600 1.804 -3.131
C 2.837 3.403 -1.331
N 3.276 -2.951 -1.451
C 2.717 -4.257 -1.736
C 3.352 -2.777 -0.003
H 1.658 -1.659 -5.594
H 0.722 -0.919 -4.256
H 0.717 -2.636 -4.606
H 4.120 -1.845 -5.295
H 3.458 -3.460 -4.716
H 4.615 -2.568 -3.750
H 5.566 1.466 -2.160
H 6.704 0.322 -1.440
H 6.743 1.999 -0.844
H 6.394 1.480 1.202
H 5.336 0.103 1.717
H 4.744 1.717 1.692
H 1.520 1.870 -3.133
H 2.801 0.844 -3.548
H 2.964 2.539 -3.842
H 3.095 4.016 -2.169
H 3.319 3.737 -0.483
H 1.780 3.518 -1.077
H 2.850 -4.555 -2.784
H 1.701 -4.321 -1.456
H 3.427 -4.928 -1.230
H 2.382 -3.026 0.344
H 3.692 -1.762 0.240
H 4.081 -3.483 0.304

***

No. 2
99
Properties=species:S:1:pos:R:3 method="wB97M-V/def2-TZVPD" spin_multiplicity=3 s2=2.027 orbital_gap_ev="5.70 / 5.79" charge=+1
C -2.484 1.369 -1.238
C -2.155 -0.968 -1.032
C -3.593 1.188 -2.047
C -3.376 -1.170 -1.730
C -4.075 -0.104 -2.260
H -4.054 2.065 -2.499
H -3.684 -2.188 -1.964
H -4.980 -0.250 -2.852
N -1.856 0.333 -0.642
P -0.868 3.067 0.343
P -0.002 -2.731 0.120
C -1.892 2.761 -1.163
H -1.261 2.947 -2.047
H -2.681 3.526 -1.222
C -1.239 -2.072 -0.973
H -1.711 -2.946 -1.439
C 0.649 -4.222 -1.044
C -0.752 -3.531 1.758
C 0.524 4.247 -0.212
C -2.225 3.894 1.384
C 2.167 -3.983 -1.024
H 2.617 -4.163 -0.039
H 2.676 -4.644 -1.743
H 2.375 -2.944 -1.309
C 0.317 -5.664 -0.644
H 0.591 -5.930 0.379
H -0.744 -5.896 -0.799
H 0.883 -6.341 -1.306
C 0.144 -4.067 -2.484
H 0.835 -4.599 -3.157
H -0.843 -4.518 -2.656
H 0.106 -3.017 -2.782
C 0.349 -4.341 2.476
H 1.046 -3.671 3.000
H -0.116 -4.983 3.240
H 0.953 -4.979 1.823
C -1.196 -2.436 2.731
H -0.359 -1.780 3.005
H -2.016 -1.819 2.348
H -1.544 -2.915 3.663
C -1.988 -4.332 1.343
H -1.748 -5.250 0.796
H -2.558 -4.614 2.244
H -2.649 -3.711 0.719
C -1.611 4.189 2.758
H -2.361 4.724 3.357
H -1.357 3.262 3.286
H -0.714 4.818 2.703
C -3.396 2.910 1.554
H -3.869 2.655 0.598
H -3.097 1.988 2.057
H -4.153 3.404 2.181
C -2.817 5.179 0.772
H -3.659 5.483 1.412
H -2.114 6.015 0.748
H -3.221 5.030 -0.236
C 0.846 4.085 -1.711
H 0.047 4.479 -2.353
H 1.757 4.664 -1.940
H 1.045 3.039 -1.982
C 1.762 3.851 0.603
H 2.126 2.849 0.333
H 2.579 4.561 0.400
H 1.567 3.866 1.685
C 0.220 5.728 0.059
H -0.588 6.106 -0.581
H -0.014 5.924 1.114
H 1.121 6.316 -0.183
Ti -0.171 0.711 0.569
C -1.009 0.702 2.329
O -1.494 0.754 3.414
N 0.914 -0.173 -0.903
C 0.971 -0.989 -1.804
C 1.942 -0.833 -3.061
C 1.670 -1.788 -4.214
C 1.738 0.595 -3.550
C 3.381 -1.030 -2.588
H 1.927 -2.826 -3.968
H 0.625 -1.742 -4.545
H 2.319 -1.491 -5.056
H 2.068 1.315 -2.794
H 2.295 0.779 -4.477
H 0.678 0.783 -3.750
H 4.084 -0.627 -3.331
H 3.563 -0.530 -1.628
H 3.627 -2.091 -2.473
C 3.096 1.362 2.378
P 1.772 0.094 2.297
C 2.767 -1.365 1.765
C 1.650 -0.259 4.099
H 3.511 1.529 1.377
H 3.896 1.021 3.049
H 2.684 2.305 2.758
H 3.683 -1.422 2.377
H 2.191 -2.296 1.885
H 3.042 -1.257 0.707
H 2.666 -0.334 4.518
H 1.119 -1.196 4.312
H 1.119 0.558 4.605

***

No. 3
120
Properties=species:S:1:pos:R:3 method="wB97M-V/def2-TZVPD" orbital_gap_ev=8.95
C -1.121 -7.325 4.832
C -0.331 -6.687 4.199
C 0.628 -5.867 3.463
C 0.141 -5.333 2.072
B -1.051 -6.370 1.667
N -0.745 -7.655 1.014
O -2.332 -6.089 1.982
O 1.310 -5.712 1.226
S 1.587 -4.917 -0.084
O 0.419 -4.976 -0.915
O 2.763 -5.458 -0.676
C 1.883 -3.220 0.501
B 1.444 -2.183 -0.695
O 0.899 -2.588 -1.888
O 1.755 -0.859 -0.535
C 0.874 0.118 -1.104
C 1.238 1.501 -0.565
C 3.430 -2.931 0.655
Br 4.487 -4.353 1.486
C 4.178 -2.395 -0.593
C 4.268 -3.268 -1.831
Br 6.065 -2.109 -0.021
C 1.124 -2.950 1.903
C 0.993 -1.448 2.158
C 0.627 -0.838 3.492
C 0.295 0.637 3.388
N 0.629 -1.437 4.602
O 2.022 -3.525 2.924
C 2.817 -2.800 3.625
N 3.528 -2.147 4.251
C -0.194 -3.812 2.003
C -0.976 -3.540 3.337
C -1.961 -2.364 3.449
C -3.438 -2.664 3.268
F -4.054 -2.834 4.463
F -4.069 -1.616 2.678
F -3.700 -3.753 2.540
B -1.233 -3.402 0.838
O -1.930 -4.272 0.044
O -1.341 -2.059 0.573
C -2.500 -1.581 -0.119
H -1.717 -7.920 5.476
H 0.974 -5.088 4.132
H 1.495 -6.499 3.282
H -0.414 -7.477 0.068
H -0.003 -8.157 1.489
H -2.941 -6.546 1.392
H 1.443 -2.284 -2.626
H -0.165 -0.120 -0.886
H 0.961 0.143 -2.190
H 1.809 1.435 0.353
H 0.328 2.085 -0.446
H 1.826 2.018 -1.319
H 3.505 -2.117 1.369
H 3.945 -1.364 -0.809
H 4.662 -2.665 -2.647
H 4.968 -4.079 -1.671
H 3.313 -3.682 -2.137
H 1.975 -1.010 1.957
H 0.379 -0.963 1.421
H 0.824 1.180 4.165
H -0.780 0.775 3.488
H 0.594 1.054 2.430
H 0.381 -0.798 5.356
H -0.255 -3.422 4.134
H -1.548 -4.430 3.589
H -1.735 -1.470 2.881
H -1.900 -2.040 4.486
H -1.592 -4.287 -0.859
H -3.419 -2.038 0.231
H -2.567 -0.513 0.064
H -2.377 -1.698 -1.194
C -4.894 3.775 -5.219
O -5.520 4.209 -4.028
C -6.872 3.788 -3.891
C -7.018 2.820 -2.739
N -6.378 1.548 -3.042
C -6.290 0.630 -1.912
C -5.425 1.041 -0.727
O -4.039 1.105 -1.018
C -3.577 2.336 -1.542
H -3.909 4.236 -5.254
H -4.773 2.686 -5.246
H -5.459 4.090 -6.101
H -7.239 3.343 -4.821
H -7.473 4.677 -3.683
H -8.081 2.647 -2.550
H -6.590 3.303 -1.848
H -5.444 1.729 -3.386
H -5.899 -0.316 -2.293
H -7.302 0.429 -1.548
H -5.532 0.267 0.037
H -5.759 1.979 -0.269
H -4.154 3.181 -1.160
H -3.600 2.350 -2.636
H -2.537 2.455 -1.234
C 2.096 7.982 -0.817
O 3.166 8.029 -1.739
C 4.418 8.383 -1.164
C 5.387 7.224 -1.231
N 4.981 6.154 -0.330
C 5.739 4.916 -0.480
C 5.616 4.159 -1.797
O 4.330 3.612 -2.032
C 3.410 4.482 -2.661
H 1.186 7.799 -1.385
H 2.221 7.176 -0.084
H 1.990 8.931 -0.284
H 4.292 8.725 -0.133
H 4.823 9.215 -1.748
H 6.382 7.573 -0.941
H 5.434 6.895 -2.278
H 4.001 5.954 -0.485
H 5.418 4.242 0.318
H 6.797 5.134 -0.303
H 6.296 3.305 -1.743
H 5.937 4.759 -2.657
H 3.905 5.179 -3.341
H 2.827 5.046 -1.926
H 2.712 3.872 -3.236

***

No. 4
127
Properties=species:S:1:pos:R:3 method="wB97M-V/def2-TZVPD" orbital_gap_ev=8.47
C 1.766 -3.909 0.844
C 3.089 -3.352 0.262
C 3.542 -4.076 -0.997
C 5.009 -3.721 -1.326
O 5.971 -4.268 -0.866
O 5.028 -2.692 -2.222
C 3.774 -2.454 -2.902
S 4.284 -2.564 -4.647
P 3.373 -0.649 -2.389
O 4.059 -0.432 -0.846
Cl 1.343 -0.435 -2.044
C 2.941 -3.680 -2.351
S 3.521 -5.155 -3.413
Cl 1.176 -3.724 -2.611
H 0.956 -3.203 0.743
H 1.539 -4.849 0.356
H 1.955 -4.160 1.882
H 3.869 -3.512 1.003
H 3.009 -2.277 0.147
H 3.440 -5.142 -0.885
H 3.689 -1.498 -5.222
H 3.313 -0.343 -0.237
H 2.356 -5.790 -3.604
Br -3.386 -4.542 0.539
C -3.086 -5.175 -1.276
C -2.406 -6.519 -1.277
Br -0.515 -6.340 -0.859
H -2.512 -4.410 -1.788
H -4.074 -5.245 -1.725
H -2.442 -6.967 -2.267
H -2.827 -7.209 -0.553
Br 4.324 5.582 -1.689
C 2.764 4.579 -2.283
C 2.453 3.441 -1.347
Br 3.675 1.933 -1.583
H 2.968 4.251 -3.294
H 1.950 5.303 -2.297
H 1.463 3.035 -1.560
H 2.509 3.724 -0.301
Br 0.146 -0.555 1.117
C -1.248 0.731 1.548
C -2.426 0.566 0.631
Br -2.027 1.315 -1.122
H -0.800 1.717 1.487
H -1.524 0.525 2.581
H -3.283 1.124 1.002
H -2.710 -0.471 0.481
Br 4.224 5.096 -5.570
C 5.608 6.400 -5.979
C 5.662 7.487 -4.941
Br 4.204 8.757 -5.156
H 5.403 6.775 -6.976
H 6.538 5.836 -5.990
H 6.572 8.074 -5.052
H 5.599 7.105 -3.927
Br -4.156 3.722 -3.838
C -2.825 3.803 -5.253
C -1.756 2.762 -5.066
Br -0.505 3.271 -3.665
H -2.436 4.817 -5.259
H -3.375 3.622 -6.174
H -1.154 2.667 -5.966
H -2.153 1.789 -4.794
Br -6.610 9.184 -2.991
C -6.164 8.539 -4.774
C -5.375 7.261 -4.718
Br -3.520 7.586 -4.224
H -5.637 9.342 -5.276
H -7.119 8.373 -5.264
H -5.332 6.799 -5.702
H -5.769 6.547 -4.003
Br 6.405 0.980 -0.213
C 7.046 0.501 1.562
C 8.220 -0.436 1.490
Br 7.657 -2.243 1.040
H 6.200 0.080 2.096
H 7.335 1.441 2.027
H 8.705 -0.516 2.461
H 8.950 -0.137 0.746
Br -3.566 -5.156 5.168
C -3.994 -6.799 4.220
C -2.768 -7.651 4.031
Br -1.639 -6.952 2.611
H -4.464 -6.512 3.284
H -4.722 -7.310 4.848
H -3.045 -8.653 3.712
H -2.153 -7.715 4.924
Br 9.217 6.043 1.607
C 8.720 5.460 -0.182
C 8.246 4.033 -0.189
Br 9.732 2.782 -0.048
H 9.585 5.621 -0.817
H 7.917 6.127 -0.487
H 7.762 3.794 -1.134
H 7.566 3.807 0.625
Br -0.634 -8.588 8.347
C -0.956 -6.911 9.281
C -1.493 -5.861 8.349
Br -0.097 -5.120 7.213
H -0.020 -6.624 9.750
H -1.688 -7.147 10.050
H -1.883 -5.014 8.911
H -2.266 -6.237 7.687
Br -7.497 -5.871 9.718
C -7.231 -6.478 7.889
C -6.594 -7.841 7.846
Br -4.690 -7.749 8.243
H -6.638 -5.719 7.388
H -8.225 -6.509 7.450
H -6.657 -8.260 6.844
H -7.029 -8.536 8.555
Br -7.253 10.296 -8.037
C -8.752 9.254 -8.709
C -9.130 8.154 -7.755
Br -7.876 6.666 -7.839
H -8.466 8.888 -9.689
H -9.570 9.963 -8.814
H -10.095 7.730 -8.024
H -9.158 8.483 -6.721
Br -2.115 1.211 7.617
C -1.838 -0.692 7.314
C -0.408 -0.996 6.960
Br -0.005 -0.507 5.121
H -2.537 -0.992 6.540
H -2.108 -1.172 8.252
H -0.224 -2.066 7.018
H 0.305 -0.473 7.588

***

Number 1: largest force on an atom 3.57 eV/A. Number 2: largest force on an atom 6.36 eV/A. Number 3: largest force on an atom 1.46 eV/A. Number 4: largest force on an atom 3.38 eV/A.